Record 1
ORCA calculation (wB97M-V/def2-TZVPD) on an isolated ion of composition CHN4O and charge -1.

Structure (XYZ):
```
7
Properties=species:S:1:pos:R:3:nbo_charge:R:1
O 0.045 2.077 0.003 -0.611
N -0.077 0.826 -0.003 0.102
C 0.748 -0.180 0.000 0.039
N 0.159 -1.398 0.001 -0.436
N -1.139 -1.199 0.003 -0.092
N -1.555 -0.038 -0.003 -0.181
H 1.819 -0.089 0.000 0.178
```

Calculated values
- Relative energy (zero: lowest compared OMol25 entry of this formula, charge and spin): 18.0 kcal per mole
- Spin multiplicity: 1
- Total energy: -332.9025 a.u.
- LUMO level: 4.80 eV
- Gap between HOMO and LUMO: 7.87 eV
- SMILES: [O-]n1cnnn1
- Net charge: -1
- Highest occupied orbital energy: -3.1 eV



Record 2
ORCA calculation (wB97M-V/def2-TZVPD) on a 2-piece molecular cluster, CHN4O5S2 overall.

Structure (XYZ):
```
13
Properties=species:S:1:pos:R:3:nbo_charge:R:1
C 0.415 1.661 0.539 0.699
N -0.596 -0.579 0.820 -0.046
N -0.088 2.087 -0.498 -0.145
N -0.316 -1.806 0.608 0.142
N 1.515 0.322 -1.577 -0.170
O -0.880 1.706 -1.382 -0.310
O 0.752 0.628 -2.453 -0.316
O 1.372 1.655 1.289 -0.537
O 0.865 -2.144 0.368 -0.515
O -1.925 -0.293 1.131 -0.520
S -1.389 -3.097 0.695 -0.284
S 2.091 -0.797 -0.734 0.533
H -1.814 0.657 1.195 0.471
```

Calculated values
- Spin multiplicity: 1
- Total energy: -1429.9826 a.u.
- LUMO level (alpha / beta): 1.75 / 2.82 eV
- Gap between HOMO and LUMO (alpha / beta): 5.91 / 7.32 eV
- Net charge: -1
- Highest occupied orbital energy (alpha / beta): -4.2 / -4.5 eV



Record 3
ORCA calculation (wB97M-V/def2-TZVPD) on CHN4OS2 as an isolated structure.

Structure (XYZ):
```
9
Properties=species:S:1:pos:R:3:nbo_charge:R:1
C 0.006 -0.644 -0.275 0.172
N -0.459 -1.744 0.228 -0.400
N -1.680 -1.563 0.732 -0.063
N -2.052 -0.366 0.680 -0.064
N -1.022 0.221 -0.187 -0.452
O 2.785 1.268 -0.566 -1.023
S -0.253 1.798 0.057 0.095
S 1.707 1.452 0.558 0.442
H 0.968 -0.423 -1.228 0.292
```

Calculated values
- Relative energy (zero: lowest compared OMol25 entry of this formula, charge and spin): 50.4 kcal per mole
- Spin multiplicity: 1
- Total energy: -1129.2733 a.u.
- LUMO level: 3.58 eV
- Gap between HOMO and LUMO: 7.08 eV
- Net charge: -1
- Highest occupied orbital energy: -3.5 eV



Record 4
ORCA calculation (wB97M-V/def2-TZVPD) on one molecule with the formula CHN5.

Structure (XYZ):
```
7
Properties=species:S:1:pos:R:3:nbo_charge:R:1
C 0.014 -0.221 0.154 0.198
N -0.288 1.020 -0.332 -0.197
N 0.509 2.009 0.108 0.016
N 1.420 1.804 1.111 -0.041
N 1.513 0.656 1.692 0.018
N 0.876 -0.379 1.202 -0.217
H -0.338 -1.185 -0.230 0.223
```

Calculated values
- Relative energy (zero: lowest compared OMol25 entry of this formula, charge and spin): 0.0 kcal per mole
- Spin multiplicity: 1
- Total energy: -312.3380 a.u.
- LUMO level: -1.43 eV
- Gap between HOMO and LUMO: 8.93 eV
- SMILES: c1nnnnn1
- Net charge: 0
- Highest occupied orbital energy: -10.4 eV



Record 5
ORCA calculation (wB97M-V/def2-TZVPD) on a 2-piece molecular cluster, CHNO2S overall.

Structure (XYZ):
```
6
Properties=species:S:1:pos:R:3:nbo_charge:R:1
C -0.022 0.650 -0.032 -0.088
N -0.409 -0.623 -0.074 0.391
O -0.378 -1.345 -1.031 -0.310
O -0.605 -0.872 1.127 -0.343
S -0.472 2.131 0.090 0.282
H 1.885 0.059 -0.079 0.067
```

Calculated values
- Relative energy (zero: lowest compared OMol25 entry of this formula, charge and spin): 157.5 kcal per mole
- Spin multiplicity: 1
- Total energy: -641.8397 a.u.
- LUMO level (alpha / beta): -1.65 / -2.14 eV
- Gap between HOMO and LUMO (alpha / beta): 7.76 / 7.96 eV
- Net charge: 0
- Highest occupied orbital energy (alpha / beta): -9.4 / -10.1 eV



Record 6
ORCA calculation (wB97M-V/def2-TZVPD) on a 2-piece molecular cluster, CHNO3S2 overall.

Structure (XYZ):
```
8
Properties=species:S:1:pos:R:3:nbo_charge:R:1
C -0.319 -0.313 0.268 0.490
N 0.937 -0.607 0.184 -0.886
O 3.036 -1.942 0.248 -1.010
O -1.316 -0.869 0.731 -0.739
O 1.648 -1.991 2.258 -1.007
S 0.743 -4.529 -0.979 -0.763
S 1.653 -2.037 0.770 1.898
H -0.489 0.713 -0.225 0.018
```

Calculated values
- Relative energy (zero: lowest compared OMol25 entry of this formula, charge and spin): 48.1 kcal per mole
- Spin multiplicity: 1
- Total energy: -1115.4506 a.u.
- LUMO level (alpha / beta): 5.53 / 5.53 eV
- Gap between HOMO and LUMO (alpha / beta): 5.41 / 5.42 eV
- Net charge: -2
- Highest occupied orbital energy (alpha / beta): 0.1 / 0.1 eV



Record 7
ORCA calculation (wB97M-V/def2-TZVPD) on one molecule with the formula CHNOS.

Structure (XYZ):
```
5
Properties=species:S:1:pos:R:3:nbo_charge:R:1
C -0.465 -0.533 -0.765 0.194
N 0.164 0.300 1.074 -0.298
O -0.004 -0.919 0.349 -0.352
S -0.876 0.567 -1.770 0.159
H 1.180 0.585 1.112 0.297
```

Calculated values
- Relative energy (zero: lowest compared OMol25 entry of this formula, charge and spin): 94.7 kcal per mole
- Spin multiplicity: 1
- Total energy: -566.6795 a.u.
- LUMO level (alpha / beta): -0.71 / -1.40 eV
- Gap between HOMO and LUMO (alpha / beta): 9.56 / 6.32 eV
- Net charge: 0
- Highest occupied orbital energy (alpha / beta): -10.3 / -7.7 eV



Record 8
ORCA calculation (wB97M-V/def2-TZVPD) on one molecule with the formula CHNOS.

Structure (XYZ):
```
5
Properties=species:S:1:pos:R:3:nbo_charge:R:1
C 0.006 -0.874 -0.636 -0.409
N 0.542 -0.123 1.375 -0.617
O 0.458 1.852 -0.421 -0.818
S 0.059 0.570 0.152 1.616
H -1.064 -1.424 -0.471 0.227
```

Calculated values
- Relative energy (zero: lowest compared OMol25 entry of this formula, charge and spin): 135.8 kcal per mole
- Spin multiplicity: 3
- <S²>: 2.085
- Total energy: -566.5837 a.u.
- LUMO level (alpha / beta): -1.97 / -2.76 eV
- Gap between HOMO and LUMO (alpha / beta): 6.93 / 8.23 eV
- Net charge: 0
- Highest occupied orbital energy (alpha / beta): -8.9 / -11.0 eV